Formula: CH4S2
Source: the OMol25 dataset
Level of theory: wB97M-V/def2-TZVPD

The geometry in XYZ format:
```
7
Properties=species:S:1:pos:R:3
S -0.763 0.870 -1.087
S 1.013 0.847 -2.030
C -0.605 -0.372 0.212
H 0.233 -0.148 1.030
H -0.390 -1.404 -0.113
H -1.472 -0.235 0.753
H 1.881 1.824 -1.655
```

As for the maximum force: 4.15 eV Å⁻¹. The HOMO-LUMO gap comes out at 9.77 eV. The value obtained for the energy is -836.84821 a.u. Its structure (SMILES) is CSS. Its HOMO energy is -9.17 eV. The energy above the lowest of the compared OMol25 structures with the same formula, charge and spin is 0.489 eV.